Entry 1:
ORCA calculation (wB97M-V/def2-TZVPD) on a cluster of 15 separate species, C51H125F3N7O35P4 in total.

Atoms and positions in Å:
H 43.11511 -11.78408 -25.32841
O 42.61276 -6.69987 -19.39092
H 38.58010 -18.74806 -13.83332
H 42.21635 -21.97763 -22.22525
H 33.83122 -4.61603 -15.42917
H 32.05320 -20.57860 -16.37054
O 43.68363 -18.43755 -19.79960
H 48.72686 -11.41946 -20.31899
H 37.81953 -2.25716 -16.71913
H 34.59740 -13.91586 -20.33029
H 39.88149 -11.22468 -29.31245
O 48.97779 -15.32544 -20.26037
C 35.15287 -12.97968 -20.27464
N 43.98286 -9.41389 -26.57093
C 40.23791 -8.70869 -12.66960
P 42.47074 -18.90326 -20.77742
H 32.20264 -19.55405 -28.16884
H 27.32416 -14.19198 -24.17754
C 34.15438 -17.14518 -26.78318
C 37.10645 -2.63048 -17.45414
H 37.60371 -17.24521 -27.36690
H 40.12104 -17.74143 -12.16547
H 33.86502 -11.89886 -19.34146
H 35.61872 -16.35078 -28.18611
H 22.10370 -11.22410 -23.20021
H 42.67736 -1.69240 -23.78153
H 34.51332 -6.48499 -28.36198
H 34.12268 -17.46430 -25.74142
H 42.82763 -19.09019 -18.02980
C 42.73838 -2.12388 -24.78064
H 33.40120 -16.35741 -26.79886
C 32.71671 -19.95804 -18.40090
H 36.20376 -10.69184 -20.57430
H 28.97030 -7.19141 -20.51127
C 36.70232 -17.68533 -26.94041
H 41.02868 -20.67795 -22.35011
O 34.75964 -12.20480 -19.17526
C 29.91469 -13.64391 -13.42253
H 32.63811 -19.48218 -26.45589
O 43.27640 -1.20930 -25.70005
H 30.15531 -14.70640 -13.38607
O 37.05036 -17.41780 -13.05989
O 43.01516 -18.32270 -22.24768
H 40.67940 -3.24436 -23.72003
N 29.05803 -8.85665 -18.43959
H 42.43129 -6.93310 -13.94928
H 21.64403 -12.48135 -22.13904
H 42.80836 -7.61575 -12.29730
H 39.12803 -13.04613 -21.22228
H 34.75448 -19.77701 -18.79081
O 27.45856 -11.73766 -13.49121
C 40.31457 -1.54586 -25.49945
H 27.14230 -14.29120 -11.19780
F 46.00347 -13.04263 -19.31219
H 31.35099 -10.82047 -11.40482
H 26.57726 -13.72549 -9.71580
H 28.22159 -8.77482 -18.99975
C 21.86921 -12.28850 -23.18795
H 37.08530 -11.45751 -22.00172
C 44.27044 -18.68636 -22.78010
H 44.92293 0.05977 -26.09255
C 43.53849 -18.36461 -18.42516
H 28.50690 -20.05794 -17.02645
H 44.48157 -18.54550 -17.90943
H 36.67755 -18.63232 -27.47958
F 37.61311 -19.41935 -12.21001
H 36.42729 -0.74320 -18.41951
O 29.37166 -5.15453 -17.88560
H 41.93941 -9.20120 -14.76869
O 29.24918 -10.87030 -11.93159
H 25.51604 -14.20678 -20.37791
N 37.92216 -2.88518 -18.64416
C 47.25025 -12.59440 -19.18543
O 48.32538 -13.27702 -21.03159
H 30.55916 -6.43162 -20.09703
P 24.32320 -13.17922 -22.53976
H 35.26906 -1.94232 -18.61920
H 39.75891 -1.32301 -24.58857
C 34.90200 -4.78275 -15.31202
O 32.98388 -9.84483 -29.52547
H 31.78105 -21.73711 -17.62635
H 38.27280 -12.27415 -17.95371
H 38.68977 -17.67538 -11.03312
H 29.21983 -21.48371 -17.74842
H 36.96304 -13.98104 -20.78889
H 29.36088 -13.44296 -14.33960
O 24.75856 -11.87561 -21.94290
C 34.11765 -7.23839 -27.68086
H 41.62999 -2.99138 -26.37764
C 38.14310 -18.39448 -12.89946
O 30.77556 -9.24536 -28.23221
H 35.01881 -12.51636 -21.25212
H 25.58303 -13.32789 -11.10933
H 32.82943 -9.36740 -31.55522
O 23.69864 -14.18927 -21.47243
O 40.65297 -10.86404 -27.45259
O 41.17903 -9.62356 -12.87756
H 29.07089 -4.53827 -15.83429
H 44.57143 -17.67839 -23.06559
H 24.21982 -14.63635 -19.45852
C 24.57008 -14.73746 -20.48575
H 38.23730 -10.59774 -18.60466
H 32.20285 -21.18009 -20.14412
H 34.84575 -8.04949 -27.67170
C 33.24915 -8.97068 -30.63080
H 34.05796 -6.82235 -26.67516
O 35.67391 -3.70186 -15.75441
H 44.98364 -18.99205 -22.01458
H 43.88694 -8.50028 -26.99071
O 40.74451 -7.47609 -12.94814
H 41.50956 -12.01510 -28.92522
H 31.70884 -18.20339 -27.18157
C 30.03882 -8.52233 -27.30276
C 42.14303 -7.62808 -13.16060
H 45.34214 -1.50929 -25.55463
H 41.50934 -4.36284 -24.36353
O 27.29681 -12.24804 -10.94015
C 41.43337 -2.60852 -25.37621
H 40.72640 -0.60553 -25.86587
H 47.18870 -11.80241 -18.43907
O 23.08649 -12.95087 -23.63581
C 32.32940 -20.11464 -19.95203
H 30.33236 -8.21943 -20.41878
O 41.14721 -18.34233 -20.35227
H 43.34762 -10.45986 -28.12503
C 36.59649 -13.35735 -19.97359
O 32.99990 -10.03749 -26.98066
H 39.57212 -11.56559 -20.30694
C 44.56532 -0.75085 -25.45765
C 43.11384 -10.40592 -27.06176
H 44.74398 -0.47570 -24.41819
H 43.11059 -17.41459 -18.10506
H 37.89477 -10.20419 -20.95625
H 47.14200 -11.51471 -21.07914
O 30.54505 -19.92331 -17.48529
H 27.90406 -4.00556 -16.98852
H 43.38534 -2.99878 -24.71678
H 29.64206 -21.16008 -16.08603
N 35.93757 -15.59779 -26.23164
H 36.76840 -15.15251 -26.59434
H 27.08142 -13.02581 -22.96471
H 35.43106 -1.27907 -17.03311
H 36.74714 -11.27769 -18.08041
C 31.78302 -20.66627 -17.42288
O 25.34559 -14.12937 -23.37922
C 32.53209 -18.89330 -27.36698
C 41.65389 -21.23833 -21.65500
C 29.65344 -7.56998 -18.49460
P 32.43930 -9.25915 -28.07881
C 37.70337 -11.54508 -18.53015
N 37.54003 -12.10157 -19.94780
C 37.15206 -10.99983 -21.01472
H 35.23214 -14.87509 -26.24475
C 29.91939 -7.30734 -19.98792
O 37.03255 -15.10985 -13.24398
C 39.05162 -17.56189 -12.05502
H 27.90238 -6.40757 -18.37792
H 30.47818 -12.11545 -10.72739
H 28.62533 -6.68831 -16.75145
H 39.30942 -13.17530 -19.46088
H 41.46953 -9.72012 -25.84538
H 34.18363 -21.27393 -18.57165
H 32.66250 -18.90093 -18.14075
C 28.96282 -4.23939 -16.87692
H 37.17304 -4.76795 -16.73328
O 48.08278 -13.70111 -18.92461
C 47.86654 -12.06856 -20.48215
H 29.39190 -3.27188 -17.13754
C 39.02955 -12.51051 -20.27808
C 36.01163 -1.60438 -17.89636
O 33.72249 -18.20968 -27.68544
H 29.21998 -7.91926 -27.69504
H 30.13953 -10.40917 -10.19053
H 41.33958 -10.30606 -29.33367
O 44.57408 -7.52388 -18.95646
C 35.57872 -16.69270 -27.15190
H 41.57942 -8.96128 -27.41296
H 30.69036 -7.90855 -26.68077
C 37.62894 -16.14032 -13.03266
C 36.48936 -3.94965 -16.95926
N 40.79967 -3.69074 -24.61803
C 40.85766 -11.14632 -28.83386
C 48.52904 -14.18379 -20.06060
H 35.87990 -4.33703 -17.77571
H 27.20545 -14.78911 -22.56182
C 43.68747 -7.23429 -19.72468
H 36.82151 -17.90124 -25.87868
H 37.34669 -3.27686 -19.37596
O 32.83852 -7.67847 -28.03475
H 42.93294 -12.49158 -26.94288
H 34.33100 -9.02081 -30.75404
H 35.34519 -5.61744 -15.85514
C 28.82412 -6.45927 -17.79841
H 24.82129 -15.78935 -20.62193
O 42.58873 -20.51271 -20.82988
O 38.91350 -16.22505 -12.50538
O 39.20833 -8.87672 -12.00789
H 31.45130 -19.50598 -20.16788
P 28.21674 -12.06858 -12.24299
C 29.40181 -20.68018 -17.03476
C 42.16665 -9.03292 -13.71601
H 44.54198 -11.90904 -26.38473
N 34.11380 -20.32455 -18.23417
H 30.61941 -7.62240 -17.99233
C 26.79251 -14.04064 -23.23810
H 43.72460 -9.29649 -25.60159
F 43.38711 -9.59917 -13.49748
H 40.97809 -21.83572 -21.04301
H 32.87396 -7.94822 -30.58709
O 29.14778 -13.40679 -12.29320
H 35.13571 -4.95679 -14.26169
C 43.46541 -11.74030 -26.35966
H 29.62289 -9.20132 -26.55840
O 43.84939 -7.50024 -20.98158
C 30.36089 -11.07366 -11.02573
H 28.71047 -8.94082 -17.49502
H 38.51194 -3.65787 -18.36993
H 39.60684 -1.83025 -26.27813
H 44.23810 -19.27123 -23.69933
H 30.81291 -13.02749 -13.45894
H 33.16975 -19.76344 -20.55083
C 41.64753 -9.92154 -26.90171
C 26.61181 -13.44170 -10.76765
H 20.94735 -12.47682 -23.73824
H 36.78598 -13.98313 -19.10146

Summary:
M: 1577.46 Da
Strongest force on any atom: 0.09827 Eh/bohr
E_LUMO: 0.81 eV
Highest occupied orbital energy: -0.559 eV
Electronic energy: -182309.9838 eV
Total charge: -1

Entry 2:
ORCA calculation (wB97M-V/def2-TZVPD) on a cluster of 10 separate species, C51H126N7O16 in total.

Atoms and positions in Å:
H -12.66743 -16.17387 5.28226
C -5.38395 -13.15216 2.24767
O -0.28946 -10.17230 1.74818
H -2.57372 -15.06376 1.94418
C -3.90508 -10.32483 -1.93216
C -1.26998 -13.04002 6.39280
H -9.56895 -6.78813 3.91055
H -7.32981 -14.26088 3.84007
C -4.76907 -14.48246 1.82214
H -7.37093 -19.95540 2.23325
N -6.82921 -15.19270 9.06458
O -5.38707 -20.95503 4.49327
H -3.98271 -15.00433 -2.45585
H -3.88643 -14.42795 -4.02184
H -4.44952 -15.08794 5.49479
C -3.63697 -20.27487 -0.56540
H -6.44536 -12.72295 8.06777
H -8.46896 -13.08686 6.03849
O -5.81158 -14.33095 -3.20477
H -0.45819 -17.03753 3.09916
O 0.58066 -13.32136 4.76324
C -6.35201 -13.26842 -3.95505
H 0.60675 -16.44038 11.01618
C -8.25937 -8.04848 3.27853
H -7.43537 -21.16856 4.52209
C -3.86715 -10.30413 -0.38595
C -7.75642 -16.75454 3.09999
H 0.68378 -14.17989 2.98999
C -4.44538 -14.25800 -3.10163
C -7.58051 -13.80014 -4.81317
H -5.42894 -18.73770 -0.47778
O -7.70518 -16.54917 11.99663
C -5.12140 -15.68834 6.10814
H -7.57084 -20.06679 6.74009
C -1.73372 -17.18088 0.14087
O -9.52767 -7.74496 3.84424
H -11.73298 -17.50699 1.63372
H -11.29742 -14.74284 1.80367
H -15.74403 -15.55190 8.56554
H -2.11617 -16.19919 -0.13860
H -8.83635 -16.60746 3.11558
H -7.15075 -14.75816 -5.10574
O -12.94831 -16.04664 2.19865
H -7.33048 -18.90914 0.91721
H -3.75437 -17.58606 0.05940
H -13.14570 -16.20919 -3.99533
H -6.13150 -15.42642 5.79320
H -0.79068 -16.25451 9.08976
H 1.20130 -8.72441 1.34828
C -0.68780 -15.22676 9.43800
H -5.83166 -20.41572 -0.75837
H -9.02950 -18.05343 11.97730
C -6.67663 -20.51306 4.94958
H -7.48079 -7.82258 4.00715
H -12.27959 -19.02609 3.75401
N -8.89608 -13.95056 -4.13164
H -1.76952 -19.63731 -0.47164
O -4.79686 -16.91747 2.26498
H -3.87441 -11.63515 -4.34491
H -2.78353 -13.47633 2.30392
H -3.50699 -9.42006 -2.39154
C -2.82095 -18.00140 -0.32050
C -7.28581 -12.83981 8.75194
H -7.32975 -9.75667 2.29475
H -7.62508 -13.92542 10.55841
H -5.90887 -13.70200 10.08786
C -5.14262 -19.75912 -0.22713
H -4.96755 -12.26466 1.77117
C -12.22446 -15.15470 1.40484
H 1.63107 -10.45452 1.26303
C -8.80302 -12.45496 6.86141
C -15.96210 -16.04028 7.61579
H -4.08275 -13.61845 -0.06242
H -5.25729 -21.84726 4.82294
H -2.59728 -10.40028 -4.34200
C -4.69108 -14.45282 0.28667
O -3.00261 -11.29692 -2.48397
H -8.47540 -11.42048 6.75826
H -12.14185 -15.48854 0.37053
H -8.67794 -15.85796 -3.48207
H -12.82698 -14.25717 1.26515
C -1.33719 -14.26252 8.48853
H -7.46067 -11.97088 9.38635
H -8.18950 -17.20424 9.95888
H -14.49930 -17.94890 6.83110
C -13.94013 -17.02053 6.71474
H -5.80694 -19.93779 6.86227
H -16.27504 -17.08032 7.70812
H -11.37314 -16.75652 3.23362
N -2.63717 -19.44631 0.00877
H -9.79655 -16.51559 11.66313
H -1.83204 -10.59630 -0.19344
H -4.62024 -9.62543 0.01444
H -8.56910 -10.28787 3.37186
H -7.51628 -20.68730 0.68389
C -6.91514 -13.92196 9.73132
H -1.35040 -13.24801 8.88688
H -7.14148 -13.02638 1.06163
N -0.83286 -14.27420 7.12772
C -6.97487 -15.69345 2.19556
H -7.35788 -12.18810 2.52149
H -7.54561 -16.66510 4.16566
H -13.62260 -18.72273 2.66656
H -6.42482 -21.54223 6.82008
H -1.27702 -8.29951 1.68060
C -12.92152 -18.24338 3.34980
C 1.08417 -13.27231 3.44174
H -5.10890 -12.96465 3.28560
C -10.43396 -15.12893 -2.63634
H -5.70250 -12.88221 -4.74061
C -12.14904 -17.14478 2.57383
H -7.64038 -15.05361 0.20903
H -6.91452 -17.99295 10.91037
C -3.32346 -14.41817 2.40156
C -9.04082 -17.00552 12.27709
H -4.87214 -10.56300 -2.37509
H -5.41556 -15.95608 10.58252
H -7.68619 -13.02792 -5.57514
H -1.45508 -9.36184 3.18765
H -8.21864 -7.42441 2.38580
H 1.39226 -9.77009 2.81573
C 1.03501 -9.70791 1.78782
H 2.03673 -15.57171 10.96310
H -2.34603 -12.87424 6.44476
C -6.86116 -13.06869 2.11413
C -4.90411 -17.16603 6.23031
H -8.32665 -14.57809 -2.24414
H -12.51504 -16.22790 -2.30151
H -1.16649 -15.08403 6.62476
H -10.43080 -15.90180 -1.86772
C -7.47291 -14.30513 2.76041
H -2.41138 -14.44736 8.48081
H -0.84211 -17.41351 -0.44139
H -5.02257 -15.20197 7.07860
H 2.17362 -13.25552 3.41147
H -0.25172 -15.82509 2.01477
C -7.41549 -17.04589 10.70984
N -13.68784 -17.86079 4.46502
H -3.47079 -9.53683 2.12594
H -4.01915 -17.29740 6.85296
H -16.77821 -15.39246 7.29582
H 0.60131 -12.54805 2.78571
C -13.03329 -17.16384 5.55469
C -6.62641 -20.53337 6.45997
H -7.71730 -15.41578 8.63843
C -6.26514 -16.20451 9.94643
C -0.83888 -13.07314 4.94074
H -9.89137 -12.39528 6.85588
H -4.10403 -13.26376 -2.81341
C -8.95965 -14.88634 -3.07624
H -12.17421 -17.76657 5.84930
C -12.28455 -16.39548 -3.35360
H -3.30647 -14.41211 3.49141
C -7.33955 -15.97179 0.71355
C -6.98415 -19.89860 1.21577
O -14.92098 -16.03865 6.57620
H -6.64693 -16.64342 0.20632
H -9.16924 -9.65766 1.99189
H -3.41118 -21.23600 -0.10351
H -5.18637 -17.03211 4.32650
H -4.27782 -15.40333 -0.05073
N -2.52189 -9.95127 0.16454
H -1.40309 -13.65229 4.20975
H -3.60012 -20.40329 -1.64717
H -5.65840 -14.23679 -0.16691
H -4.18958 -11.28208 -0.02853
C -8.32352 -9.49894 2.66097
O -1.61160 -17.39114 1.51420
H -9.52421 -16.96567 13.25323
H -5.68765 -17.58307 6.86295
H -0.99566 -12.03408 4.65115
H -2.27602 -12.18442 -4.25975
O -11.15893 -15.70988 -3.78598
C -1.30987 -9.30123 2.10907
C -2.90616 -11.35965 -3.92693
C -0.35720 -16.90994 2.02137
H -6.86979 -19.51406 4.55869
H -1.24438 -15.02600 10.35342
H -2.89248 -17.79389 -1.38817
H -5.75574 -16.86442 9.24420
N -5.51029 -15.65005 2.42548
H 0.49780 -17.45284 1.61847
C -2.58705 -9.92581 1.62019
H -6.57909 -12.41416 -3.31727
H -13.35518 -16.79461 7.60632
H -0.71082 -12.27153 6.92651
H -8.55060 -14.19849 2.63677
H -14.35770 -17.17882 4.13901
H -11.93780 -17.42807 -3.39384
H 1.65538 -16.64140 9.57491
H -10.97209 -14.27303 -2.22897
H -2.62060 -10.95484 1.97808
O -5.48966 -19.85016 1.17972
O -5.07075 -17.76782 4.93226
H -8.23950 -16.58416 0.76987
O 0.74676 -14.89088 9.46173
H -7.55183 -17.81400 2.94582
H -9.47152 -14.18508 -4.92786
C 1.25190 -15.93330 10.29873
O -8.49531 -13.15531 8.05856

Summary:
M: 1093.60 Da
Strongest force on any atom: 0.08233 Eh/bohr
E_LUMO: 1.99 eV
Highest occupied orbital energy: -2.236 eV
Electronic energy: -98103.5294 eV
Total charge: -1